Density functional theory data (ωB97M-V/def2-TZVPD) for 2 unconnected molecules or ions with the total composition C3H8NO2.

Computed properties:
multiplicity	1
E_HOMO	-14.796	eV
total charge	+1
Kohn-Sham gap	0.3594	hartree

Atoms and positions in Å:
O (0.627, 0.878, 1.336)
C (1.765, 1.420, 1.652)
O (2.141, 2.696, 1.736)
H (2.668, 0.820, 1.722)
H (2.768, 2.722, 2.495)
C (-0.393, -1.794, -1.298)
C (-2.198, -0.173, -0.871)
N (-0.998, -0.624, -0.544)
H (-0.731, -2.663, -0.769)
H (0.675, -1.549, -1.154)
H (-0.538, -1.721, -2.419)
H (-2.783, -0.917, -1.402)
H (-2.564, 0.902, -0.551)
H (-0.440, 0.003, 0.066)

Force components x, y, z for each atom (eV/Å):
4.964 3.394 1.197
-3.377 -2.594 -2.068
-1.551 -0.317 1.025
-0.148 -0.934 0.496
-0.032 0.334 -0.882
1.089 2.094 0.174
2.117 0.385 1.668
-3.111 1.988 -1.854
0.162 -0.764 -0.283
-0.319 -0.963 0.009
-0.510 -0.197 1.557
-0.380 0.619 -0.424
0.727 -2.569 -0.456
0.370 -0.476 -0.157